15
Properties=species:S:1:pos:R:3:forces:R:3:mulliken_charge:R:1 method="wB97M-V/def2-TZVPD" e_tot_ev=-16050.4663 total_charge=0 lumo_energy_ev=0.83 relative_energy_ev=1.172
N 1.71337 -0.03262 0.39301 -0.87 2.49 -0.35 -0.64
C 1.03652 0.30310 -0.91853 0.45 -3.44 0.03 -0.26
N 2.08968 0.14464 -1.87991 0.59 1.34 -1.19 -0.58
H 0.98773 0.29785 1.05009 0.68 -0.50 0.39 0.21
H 2.48987 0.70009 0.47721 -1.30 -1.36 -0.15 0.27
H 0.25501 -0.50804 -1.13660 0.57 0.98 0.81 0.24
H 0.51397 1.23997 -0.97217 0.23 0.75 -0.08 0.35
H 2.40240 -0.79361 -2.04402 -0.16 -0.42 0.41 0.21
H 1.93647 0.55961 -2.78940 -0.24 0.14 0.16 0.20
C -2.48566 -0.00476 1.04445 0.47 1.41 -3.06 -0.33
S -1.98822 -0.50832 2.63781 0.41 -0.84 1.52 -0.22
H -1.62808 -0.32909 0.39866 -0.56 1.11 0.18 -0.15
H -3.27991 -0.56834 0.56339 -0.62 0.01 0.57 0.32
H -2.73325 1.14806 0.90816 0.81 -2.49 0.58 0.25
H -1.30992 -1.64853 2.26784 -0.48 0.81 0.17 0.13

***

16
Properties=species:S:1:pos:R:3:forces:R:3:mulliken_charge:R:1 method="wB97M-V/def2-TZVPD" e_tot_ev=-26886.4064 total_charge=0 lumo_energy_ev=0.31 relative_energy_ev=0.482
C -1.13334 -1.47166 -0.99002 -0.48 0.10 -0.31 -0.67
S -2.25908 -0.26012 -0.19350 0.62 -0.53 0.71 -0.12
S -1.84960 -0.67449 1.82636 -0.13 0.44 -0.73 -0.23
H -0.92121 -2.27762 -0.29595 -0.06 -0.02 0.02 0.30
H -0.21584 -1.02036 -1.35067 0.06 0.21 0.11 0.25
H -1.68161 -1.86161 -1.84801 0.05 -0.10 0.02 0.30
H -2.73346 -1.66647 1.92489 -0.14 -0.20 0.17 0.17
N 0.73783 1.28259 -1.03182 -1.13 -1.66 0.04 -0.43
C 1.63843 0.64399 -0.13570 1.70 1.63 2.35 -0.35
N 1.50561 1.03793 1.33589 -1.02 0.20 -0.80 -0.64
H -0.20776 1.23116 -0.65828 0.08 0.24 -0.39 0.09
H 0.97286 2.20275 -1.32245 0.35 0.58 0.07 0.26
H 1.69869 -0.44000 -0.04445 -0.46 -0.15 -0.97 0.29
H 2.64163 1.02386 -0.34327 0.01 -0.41 -0.53 0.30
H 0.88504 0.36778 1.77209 0.03 -0.32 0.20 0.22
H 0.92183 1.88227 1.35488 0.54 -0.02 0.04 0.27

***

15
Properties=species:S:1:pos:R:3:forces:R:3:mulliken_charge:R:1 method="wB97M-V/def2-TZVPD" e_tot_ev=-6700.2511 total_charge=+1 lumo_energy_ev=-3.46 relative_energy_ev=0.788
N -1.28914 0.67139 -0.52237 1.44 -0.61 -0.68 -0.24
C -0.77181 0.89881 -1.72151 -1.10 0.64 0.28 0.23
N 0.53532 0.84819 -2.06263 -2.22 -0.32 -0.15 -0.29
H -0.75769 0.01591 0.17037 -0.81 0.49 -0.01 0.34
H -2.27257 0.87778 -0.30704 0.73 -0.24 -0.55 0.26
H -1.53387 1.22313 -2.49555 1.44 -0.18 0.71 0.31
H 0.72771 0.87846 -3.05166 0.12 0.12 -0.02 0.28
H 1.24276 0.42331 -1.49512 0.12 -0.04 0.45 0.20
C 1.08403 -0.54514 1.64641 0.52 1.35 0.29 -0.73
N -0.22804 -1.11535 1.34351 -0.86 -0.19 1.17 -0.68
H 1.64382 -0.31595 0.69506 -0.08 -0.96 1.03 0.15
H 1.61233 -1.13680 2.43929 0.09 0.65 -1.12 0.34
H 0.92454 0.50175 2.03025 0.05 -1.06 0.01 0.33
H -0.16240 -2.09994 1.07474 0.10 0.35 0.01 0.24
H -0.75499 -1.12556 2.25627 0.45 0.00 -1.42 0.27

***

18
Properties=species:S:1:pos:R:3:forces:R:3:mulliken_charge:R:1 method="wB97M-V/def2-TZVPD" e_tot_ev=-34570.5674 total_charge=0 lumo_energy_ev=0.52 relative_energy_ev=1.875
C -0.54370 -1.69965 1.91877 0.10 0.03 -1.59 -0.70
C 1.84092 2.33349 -0.42737 -0.74 -2.49 -2.23 -0.75
N -2.38754 -1.11015 -0.95316 2.33 -3.24 3.54 -0.73
N -0.21423 -0.72959 0.84796 -0.39 0.98 -0.05 -0.12
N 0.75992 1.25384 -0.28720 0.43 0.60 -1.69 0.01
P -0.81310 -1.19107 -0.65251 -1.69 -0.32 -0.51 0.12
P 0.17686 0.31342 -1.81589 -0.23 2.94 1.39 0.00
P -0.34766 1.10445 1.01245 0.98 -1.80 -1.32 -0.12
H -1.00624 -2.51141 1.30351 -0.09 0.05 1.62 0.33
H 0.34953 -2.08192 2.43107 -0.27 0.27 -0.08 0.25
H -1.21673 -1.16526 2.56204 -0.54 -0.65 0.72 0.27
H 2.52456 2.25941 0.37728 0.66 -0.12 0.85 0.31
H 2.40014 2.12937 -1.40472 -0.63 0.09 1.40 0.24
H 1.48825 3.32661 -0.52963 -0.75 0.98 0.11 0.29
H -2.47756 -0.50316 -1.66321 -0.89 2.83 -3.16 0.29
H -0.23827 -2.52724 -0.92575 -0.29 1.19 0.64 0.16
H 1.22452 -0.50164 -1.97570 1.92 -1.07 -0.28 0.04
H -1.51967 1.30049 0.18207 0.08 -0.26 0.63 0.11

***

16
Properties=species:S:1:pos:R:3:forces:R:3:mulliken_charge:R:1 method="wB97M-V/def2-TZVPD" e_tot_ev=-8191.1625 total_charge=0 lumo_energy_ev="1.09 / 0.98" relative_energy_ev=5.673
C -1.35642 -1.22750 0.50331 -1.18 -3.65 2.00 -1.00
C -0.92171 -0.14775 -0.37075 2.32 -0.45 -1.77 -0.23
N 2.18954 -0.41275 -0.54762 2.96 -0.66 -0.16 -0.36
N -0.18032 2.09499 -0.23345 1.10 1.70 1.20 -0.51
N 1.91148 0.50596 0.45665 -0.23 -2.16 2.01 -0.39
N -0.28511 0.88721 0.37343 0.96 1.27 0.48 -0.25
H -2.45441 -1.09776 0.84315 1.93 -0.23 -0.09 0.25
H -1.30356 -2.23273 -0.03909 -0.43 1.29 0.42 0.28
H -0.64848 -1.45675 1.36878 -1.08 0.84 -0.82 0.25
H -0.29607 -0.66864 -1.20588 -0.18 1.37 1.12 0.23
H -1.76935 0.19852 -0.87074 -1.42 1.06 -1.06 0.52
H 2.75544 -1.30141 -0.22130 -1.55 2.18 -0.71 0.24
H 2.84367 0.11550 -1.19100 -1.14 -1.10 0.58 0.26
H 0.49489 2.83164 0.33128 -2.31 -2.91 -2.21 0.29
H -0.14560 2.12685 -1.26687 0.36 0.03 0.84 0.23
H 1.84951 -0.09204 1.36714 -0.10 1.43 -1.83 0.21

***

16
Properties=species:S:1:pos:R:3:forces:R:3:mulliken_charge:R:1 method="wB97M-V/def2-TZVPD" e_tot_ev=-8196.0486 total_charge=0 lumo_energy_ev=1.06 relative_energy_ev=0.787
H -6.38065 3.08746 2.18445 0.01 -0.19 -0.21 0.24
N -5.46744 3.24337 1.76385 -0.42 0.81 0.43 -0.65
C -4.61419 3.36170 2.69814 1.03 -1.49 -0.27 0.14
N -3.29033 3.58727 2.44383 0.16 0.37 0.07 -0.41
H -4.73194 3.02047 3.73184 -0.49 0.48 0.11 0.26
H -2.60550 3.54616 3.17562 -0.17 0.10 0.06 0.19
H -2.99831 3.99335 1.57433 -0.12 -0.08 -0.18 0.23
N 2.91271 -2.85647 -3.00337 -0.66 -0.13 -0.46 -0.64
C 3.14494 -2.20239 -1.71566 1.05 -0.27 -0.48 -0.28
N 3.95814 -3.01296 -0.82201 -0.73 0.09 0.24 -0.58
H 2.37099 -2.24981 -3.61429 -0.09 -0.10 0.14 0.22
H 3.75987 -3.04868 -3.52648 0.20 0.08 0.34 0.21
H 3.67644 -1.26763 -1.86342 0.00 0.45 0.14 0.28
H 2.18150 -2.00664 -1.25641 -0.04 0.05 0.10 0.33
H 4.72391 -3.45176 -1.31762 -0.02 0.03 -0.01 0.21
H 3.35987 -3.74343 -0.45279 0.30 -0.19 -0.02 0.24

***

17
Properties=species:S:1:pos:R:3:forces:R:3:mulliken_charge:R:1 method="wB97M-V/def2-TZVPD" e_tot_ev=-19009.5197 total_charge=+2 lumo_energy_ev=-10.07 relative_energy_ev=3.466
C 0.09684 -0.21820 0.95730 -0.75 -0.38 1.62 -0.12
C -0.91563 0.62689 -2.31559 -2.45 -1.55 2.68 -0.74
N -0.01054 0.38512 2.08668 0.80 0.09 -1.82 0.36
N 1.01524 -0.34051 -1.28456 -1.49 1.63 -2.39 -0.22
N 0.73883 0.23731 3.11742 1.32 -0.04 0.99 -0.57
N -0.05953 -0.50070 -1.97650 3.12 -2.07 -1.78 0.09
S 2.28436 -1.33617 -1.12525 -1.66 -3.19 -2.06 0.14
H 0.76424 -1.03644 0.69698 -0.53 0.16 1.14 0.34
H -0.73142 0.08782 0.41217 -0.86 0.20 -1.78 0.21
H -1.52760 0.51904 -3.18772 -0.01 -0.93 -0.61 0.36
H -1.61676 0.65181 -1.44861 0.09 0.58 -0.70 0.30
H -0.40918 1.50178 -2.40326 1.84 2.47 0.04 0.36
H -0.47994 1.26337 2.02972 -1.20 0.66 0.46 0.32
H 0.54600 0.71814 3.95274 -0.47 0.74 1.02 0.28
H 1.20118 -0.62284 3.16597 0.85 -1.34 0.41 0.25
H -0.18182 -1.32175 -2.66863 0.44 0.87 1.67 0.38
H 3.17293 -0.53811 -0.67956 0.95 2.09 1.10 0.27

***

14
Properties=species:S:1:pos:R:3:forces:R:3:mulliken_charge:R:1 method="wB97M-V/def2-TZVPD" e_tot_ev=-5766.2554 total_charge=+1 lumo_energy_ev=-3.54 relative_energy_ev=1.427
C 0.63580 -1.23865 0.34053 3.41 -2.58 1.80 -1.04
C -0.16139 -0.98894 -0.85069 -0.76 0.76 -0.77 -0.17
N 0.18184 0.48997 -1.41493 -0.85 -0.55 -0.58 -0.36
H 0.52785 -2.27867 0.92022 -0.55 2.08 -1.77 0.33
H 0.47337 -0.50377 1.12453 0.09 0.24 -0.11 0.28
H 1.70614 -1.32161 0.03757 -0.39 0.47 0.62 0.34
H -1.13655 -1.02040 -0.40148 -1.19 0.79 -1.09 0.25
H -0.07266 -1.62938 -1.69727 0.19 -0.60 -0.32 0.38
H 1.13927 0.79061 -1.36447 1.00 -0.55 0.22 0.36
H -0.16103 0.94247 -2.29569 -0.09 -1.57 0.31 0.37
H -0.27432 1.03388 -0.74528 -0.98 1.60 1.90 0.25
H -0.18306 1.95666 2.26046 0.11 0.05 -0.11 0.33
H -1.72553 1.96275 2.39269 2.33 -0.54 -2.48 0.36
O -0.94973 1.80508 1.69382 -2.32 0.39 2.38 -0.67

***

Number 1: strongest force on any atom 3.5 eV Å⁻¹. Number 2: strongest force on any atom 3.3 eV Å⁻¹. Number 3: strongest force on any atom 2.2 eV Å⁻¹. Number 4: strongest force on any atom 5.3 eV Å⁻¹. Number 5: strongest force on any atom 4.3 eV Å⁻¹. Number 6: strongest force on any atom 1.8 eV Å⁻¹. Number 7: strongest force on any atom 4.1 eV Å⁻¹. Number 8: strongest force on any atom 4.6 eV Å⁻¹.